(1)
DFT (ωB97M-V/def2-TZVPD) results for the ion C7H16N2P with charge +1.

Relative energy (zero: lowest compared OMol25 entry of this formula, charge and spin) (kJ/mol): 0.0
2S+1: 3
Highest occupied orbital energy (alpha / beta) (eV): -9.38 / -14.29
Frontier orbital gap (alpha / beta) (hartree): 0.25117 / 0.25562
⟨S²⟩: 2.006
Net charge: +1

XYZ file:
```
26
C7H16N2P ωB97M-V/def2-TZVPD
C -0.98 1.43 -0.27
C 0.31 2.01 -0.65
C -2.47 -0.51 -0.54
C -1.08 -0.08 -0.52
C -2.67 -1.17 0.90
C 2.40 -0.67 -1.43
C 2.09 -0.98 1.65
N 1.09 1.32 0.39
N -0.09 -0.88 -0.47
P 1.40 -0.29 0.06
H -1.34 1.67 0.77
H -1.71 1.86 -1.03
H 0.72 1.96 -1.76
H 0.50 3.09 -0.57
H -2.52 -1.34 -1.13
H -3.16 0.36 -0.81
H -3.41 -0.70 1.50
H -1.69 -1.07 1.40
H -2.80 -2.13 0.54
H 3.17 -1.44 -1.37
H 2.78 0.24 -1.70
H 1.61 -1.10 -2.07
H 2.98 -1.74 1.63
H 1.13 -1.52 2.01
H 2.21 -0.21 2.41
H 1.55 1.90 1.05
```

=====

(2)
DFT (ωB97M-V/def2-TZVPD) results for a structure of composition C35H34AsMnN3O3S3.

2S+1: 4
Highest occupied orbital energy (alpha / beta) (eV): -8.11 / -8.29
Frontier orbital gap (alpha / beta) (hartree): 0.20186 / 0.28358
⟨S²⟩: 4.212

XYZ file:
```
80
C35H34AsMnN3O3S3 ωB97M-V/def2-TZVPD
Mn -0.40 1.25 -0.86
S -1.31 2.83 0.55
C 0.27 3.30 1.05
S 1.40 2.48 0.06
C 0.55 4.14 2.08
C 1.92 4.41 2.43
N 3.02 4.62 2.72
C -0.52 4.74 2.84
N -1.39 5.22 3.42
C -4.50 7.02 -3.34
C -3.79 5.69 -3.24
C -4.07 4.81 -2.20
C -3.43 3.58 -2.11
C -2.49 3.25 -3.07
C -2.19 4.11 -4.13
C -2.84 5.32 -4.20
S -1.66 1.72 -3.02
O -2.14 0.96 -1.80
O -1.83 1.06 -4.26
O -0.21 2.01 -2.64
H -5.19 7.17 -2.51
H -5.07 7.08 -4.27
H -3.78 7.84 -3.34
H -4.81 5.08 -1.45
H -3.66 2.90 -1.30
H -1.47 3.82 -4.88
H -2.62 6.00 -5.01
C -1.20 -6.29 -1.97
C -0.52 -5.00 -1.56
C -0.47 -3.90 -2.40
C 0.14 -2.71 -2.03
C 0.16 -1.61 -3.07
C 0.69 -2.60 -0.74
As 1.19 -0.75 -0.24
N -0.42 -0.11 0.40
C -1.37 -0.59 1.34
C -1.00 -1.41 2.40
C -1.95 -1.86 3.32
C -3.28 -1.49 3.19
C -3.65 -0.68 2.13
C -2.71 -0.24 1.21
C 2.58 -0.84 1.10
C 2.57 -0.24 2.36
C 1.46 0.63 2.94
C 3.68 -0.42 3.18
C 4.80 -1.14 2.78
C 5.97 -1.35 3.70
C 4.81 -1.66 1.49
C 3.73 -1.51 0.63
C 3.84 -2.10 -0.76
C 0.75 -3.73 0.09
C 1.51 -3.88 1.40
C 0.12 -4.90 -0.34
H -1.87 -6.13 -2.82
H -1.79 -6.71 -1.15
H -0.47 -7.04 -2.26
H -0.91 -3.97 -3.39
H 0.08 -2.04 -4.07
H 1.07 -1.01 -3.04
H -0.69 -0.95 -2.96
H 0.03 -1.66 2.53
H -1.63 -2.49 4.14
H -4.02 -1.83 3.91
H -4.69 -0.38 2.02
H -3.02 0.37 0.37
H 0.64 0.77 2.27
H 1.88 1.61 3.19
H 1.08 0.19 3.87
H 3.67 0.03 4.17
H 5.89 -0.73 4.60
H 6.91 -1.10 3.20
H 6.03 -2.39 4.02
H 5.69 -2.18 1.13
H 4.87 -2.39 -0.97
H 3.54 -1.38 -1.53
H 3.21 -2.98 -0.88
H 2.09 -3.01 1.68
H 2.21 -4.72 1.31
H 0.83 -4.12 2.22
H 0.16 -5.77 0.32
```